An isolated ion of composition CH4N3O2 and charge +1 at a distorted geometry. Source: the OMol25 dataset; level of theory: ωB97M-V/def2-TZVPD.

Last column: Löwdin charge in e.
Geometry (Å):
C (0.0529, -0.0282, -0.0208)  -0.04
N (-0.4136, -1.2053, -0.0601)  0.28
N (-1.1122, 1.2126, -0.0403)  0.15
N (1.5312, 0.1357, -0.0342)  -0.35
O (1.9967, -0.9555, -0.0183)  0.15
O (2.0423, 1.1813, 0.0824)  0.23
H (-1.3720, -1.3653, -0.2650)  0.16
H (0.2304, -1.9257, -0.4443)  0.19
H (-2.0399, 0.8122, 0.4300)  0.15
H (-0.9157, 2.1383, 0.3705)  0.09

- SMILES: NC(=[NH2+])[N+](=O)[O-]
- Net charge: +1
- E: -9654.2943 eV
- Gap between HOMO and LUMO: 9.563 eV
- LUMO energy: -7.0 eV

***

CH4N3O5S2 as an isolated structure at a distorted geometry. Source: the OMol25 dataset; level of theory: ωB97M-V/def2-TZVPD.

Last column: Löwdin charge in e.
Geometry (Å):
C (0.6915, -0.8808, 0.2108)  -0.63
N (1.5593, -1.8893, 0.6372)  0.12
N (-2.5936, -0.1128, -1.6131)  -0.19
N (1.3461, 0.2702, 0.2050)  -0.15
O (1.7917, 2.6161, 0.3786)  -0.37
O (-0.4945, -1.2648, -0.1077)  -0.12
O (0.0902, 1.7480, -1.3274)  -0.45
O (-2.9725, -1.2063, 0.5739)  -0.33
O (-1.7635, 0.9443, 0.5981)  -0.47
S (0.3280, 1.6185, 0.0865)  0.89
S (-2.1720, -0.2584, -0.1369)  0.55
H (2.4437, -1.4416, 0.9732)  0.11
H (1.3050, -2.8079, 0.8208)  0.06
H (2.4356, 1.9188, 0.5262)  -0.03
H (-1.9950, 0.7462, -1.8253)  0.01

- Net charge: -1
- E: -37479.9886 eV
- Gap between HOMO and LUMO: 8.873 eV
- LUMO energy: 3.6 eV

***

CH4N3P in the gas phase at a distorted geometry. Source: the OMol25 dataset; level of theory: ωB97M-V/def2-TZVPD.

Last column: Löwdin charge in e.
Geometry (Å):
C (-0.9846, -1.2626, -0.3392)  -0.42
N (-1.5693, -1.9414, -1.0407)  0.05
N (1.2326, -0.2523, 0.7445)  -0.26
N (-0.2967, 1.3691, -0.3973)  -0.26
P (-0.3962, 0.1612, 0.7539)  0.65
H (1.6496, -1.2858, 0.7752)  0.12
H (1.6038, 0.3430, 1.4506)  -0.01
H (-0.0953, 0.9419, -1.4202)  0.11
H (-1.1441, 1.9267, -0.5267)  0.02

- SMILES: N#CP(N)N
- E: -14860.4758 eV
- Gap between HOMO and LUMO: 10.032 eV
- LUMO energy: 0.6 eV

***

A 2-piece molecular cluster, CH4N3PS overall at a distorted geometry. Source: the OMol25 dataset; level of theory: ωB97M-V/def2-TZVPD.

Last column: Löwdin charge in e.
Geometry (Å):
C (-0.9366, -1.4925, -0.0532)  -0.41
N (-1.3562, -2.5204, -0.3117)  0.10
N (-0.6032, 0.8940, 1.2861)  -0.19
N (-0.2591, 0.6534, -1.3173)  -0.22
P (0.1267, -0.0992, 0.1187)  0.63
S (3.4999, -0.8396, 0.0094)  -0.10
H (0.0873, 1.4412, 1.8698)  0.06
H (-1.1899, 0.5544, 2.0112)  0.02
H (0.4278, 1.3764, -1.6024)  0.05
H (0.2031, 0.0323, -2.0106)  0.05

- E: -25692.6829 eV
- Gap between HOMO and LUMO (spin up / spin down): 6.548 / 6.530 eV
- LUMO energy (spin up / spin down): -2.4 / -2.5 eV

***

CH4N3PS as an isolated structure at a distorted geometry. Source: the OMol25 dataset; level of theory: ωB97M-V/def2-TZVPD.

Last column: Löwdin charge in e.
Geometry (Å):
C (0.4169, 1.7506, -0.1348)  -0.38
N (0.4704, 2.8529, 0.1841)  0.08
N (-0.6534, -0.6422, -1.3598)  -0.16
N (-0.4629, -0.1343, 1.2212)  -0.20
P (0.5006, -0.1102, -0.2241)  0.60
S (2.5204, -1.9610, 0.4789)  -0.12
H (-0.4914, -0.8364, -2.3590)  0.07
H (-1.3675, 0.0052, -1.3025)  0.00
H (0.1401, -0.0067, 2.0714)  0.06
H (-1.0733, -0.9177, 1.4247)  0.04

- E: -25693.3999 eV
- Gap between HOMO and LUMO (spin up / spin down): 7.120 / 7.055 eV
- LUMO energy (spin up / spin down): -2.0 / -2.2 eV

***

An isolated ion of composition CH4N3S and charge +1 at a distorted geometry. Source: the OMol25 dataset; level of theory: ωB97M-V/def2-TZVPD.

Last column: Löwdin charge in e.
Geometry (Å):
C (0.9717, 0.2458, 0.7426)  -0.51
N (-1.0583, -0.0007, -2.1821)  0.30
N (0.7761, -0.1387, -0.6589)  0.08
N (-0.3045, -0.2579, -1.3355)  -0.01
S (0.1212, -0.8771, 1.9514)  0.84
H (2.0626, 0.1021, 0.9593)  0.09
H (0.6016, 1.4173, 0.8380)  0.17
H (-2.0311, -0.1532, -2.3162)  0.14
H (-1.1394, -0.3375, 2.0014)  -0.10

- 2S+1: 3
- Net charge: +1
- E: -16392.8849 eV
- Gap between HOMO and LUMO (spin up / spin down): 8.388 / 5.315 eV
- LUMO energy (spin up / spin down): -5.4 / -9.2 eV

***

A 2-piece molecular cluster, CH4N3S2 overall at a distorted geometry. Source: the OMol25 dataset; level of theory: ωB97M-V/def2-TZVPD.

Last column: Löwdin charge in e.
Geometry (Å):
C (0.2770, 0.4393, -0.1885)  -0.23
N (1.4144, 2.0654, -0.9680)  -0.89
N (1.1682, -0.4386, -0.0841)  0.16
N (-0.9425, 0.7968, 0.0314)  0.21
S (2.0412, 1.8784, -2.4443)  0.63
S (3.0411, 1.8555, -0.6141)  0.63
H (2.1753, -0.1249, -0.2541)  0.05
H (0.9109, -1.2822, 0.3421)  0.13
H (-1.1943, 1.7908, -0.1311)  0.16
H (-1.6742, 0.2133, 0.4075)  0.14

- Net charge: +1
- E: -27231.8657 eV
- Gap between HOMO and LUMO (spin up / spin down): 8.005 / 8.007 eV
- LUMO energy (spin up / spin down): -5.1 / -5.1 eV

***

A 2-piece molecular cluster, CH4N4 overall at a distorted geometry. Source: the OMol25 dataset; level of theory: ωB97M-V/def2-TZVPD.

Last column: Löwdin charge in e.
Geometry (Å):
C (-0.7024, -0.5368, 0.2516)  -0.13
N (4.8618, -0.7378, -0.2951)  0.16
N (4.0971, 0.0734, -0.1115)  -0.33
N (-0.6243, 0.6105, -0.2308)  0.03
N (3.3295, 0.8676, 0.3393)  0.10
H (-1.5872, -1.2128, 0.0592)  0.09
H (0.0275, -0.7610, 0.8797)  0.00
H (-1.3451, 0.7955, -0.8781)  0.02
H (2.5035, 1.2950, -0.0023)  0.06

- E: -7058.8578 eV
- Gap between HOMO and LUMO: 10.983 eV
- LUMO energy: 1.0 eV

***

Q: Look up the E of the seventh one.
A: -27231.8657 eV

***

Q: E of number 3 (CH4N3P)?
A: -14860.4758 eV

***

Q: Which formula does entry 2 have?
A: CH4N3O5S2